Entry from OMol25: C35H27N10O10STi as an isolated structure (ωB97M-V with the def2-TZVPD basis set).

Calculated values
- multiplicity = 1
- ΔE to the lowest compared entry with this formula, charge and spin (kJ/mol) = 0.0
- net charge = -1
- orbital gap (spin up / spin down) (Eh) = 0.1903 / 0.1901

Last column: Mulliken charge in e.
Cartesian coordinates (Å):
Ti 0.234 0.402 -0.442  -1.449
C 0.713 0.798 3.916  -0.962
C 0.408 1.049 2.615  -0.368
N 0.694 0.170 1.613  1.846
C 1.313 -0.985 2.022  0.174
C 1.568 -1.220 3.388  -0.438
N 1.290 -0.362 4.331  -0.692
C 1.636 -1.841 0.953  -0.634
C 2.126 -3.137 1.072  -0.635
C 2.338 -3.932 -0.044  1.200
C 2.106 -3.312 -1.302  -0.482
C 1.661 -2.029 -1.379  0.245
N 1.340 -1.276 -0.268  0.344
C 1.627 -1.272 -2.623  0.289
C 1.645 -1.808 -3.916  -0.507
N 1.694 -1.048 -4.992  -0.654
C 1.704 0.277 -4.799  -0.531
C 1.617 0.824 -3.537  -0.198
N 1.587 0.060 -2.447  0.153
C 2.826 -5.318 0.063  1.046
C 3.152 -6.082 -1.062  -0.471
C 3.601 -7.382 -0.911  -0.397
N 3.753 -7.992 0.263  -0.692
C 3.443 -7.267 1.338  -0.363
C 2.987 -5.962 1.293  -0.607
H 0.502 1.534 4.682  0.458
H -0.054 1.980 2.333  0.231
H 2.034 -2.148 3.699  0.437
H 2.328 -3.506 2.065  0.266
H 2.341 -3.823 -2.224  0.200
H 1.598 -2.877 -4.080  0.417
H 1.756 0.902 -5.680  0.408
H 1.559 1.893 -3.377  0.455
H 3.066 -5.679 -2.060  0.274
H 3.853 -7.971 -1.787  0.364
H 3.563 -7.764 2.295  0.363
H 2.754 -5.465 2.224  0.279
O -2.483 3.213 -0.230  -0.757
C -1.418 2.753 0.129  0.089
O -1.206 1.488 0.390  0.143
C -0.246 3.657 0.433  0.886
C -0.492 4.904 0.942  -0.334
C 0.560 5.725 1.345  -0.761
C 1.864 5.289 1.241  -0.522
C 2.123 4.036 0.736  -0.226
C 1.094 3.185 0.233  0.984
O 1.350 2.106 -0.401  -0.600
N 3.512 3.611 0.668  0.992
O 3.758 2.431 0.799  -0.536
O 4.360 4.476 0.493  -0.661
N 0.289 7.042 1.886  1.030
O 1.235 7.723 2.245  -0.656
O -0.875 7.389 1.991  -0.644
H -1.514 5.245 1.035  0.627
H 2.683 5.918 1.557  0.608
O -1.183 -0.984 -1.063  -0.070
N -2.047 -0.669 -1.955  -0.947
N -1.787 0.441 -2.500  1.484
O -0.718 1.109 -2.163  -0.253
C -2.589 0.926 -3.581  0.301
C -3.691 0.208 -4.022  -0.484
C -4.442 0.707 -5.071  -0.563
C -4.102 1.911 -5.674  -0.429
C -3.002 2.621 -5.214  -0.900
C -2.241 2.130 -4.165  -0.062
H -3.949 -0.725 -3.542  0.473
H -5.303 0.151 -5.419  0.376
H -4.697 2.299 -6.491  0.387
H -2.736 3.566 -5.668  0.367
H -1.394 2.676 -3.777  0.409
O -3.697 -2.030 1.929  -0.755
S -2.576 -1.081 2.205  0.597
C -2.162 -1.373 3.981  -0.611
C -2.794 -0.277 4.839  -0.535
C -3.934 0.325 4.021  -0.776
C -3.349 0.512 2.634  -0.360
H -1.084 -1.446 4.101  0.064
H -2.610 -2.351 4.156  0.558
H -2.051 0.498 5.040  0.142
H -3.128 -0.667 5.801  0.370
H -4.288 1.268 4.443  0.367
H -4.779 -0.365 3.971  0.331
H -2.555 1.260 2.612  -0.136
H -4.064 0.738 1.844  0.622

Entry from OMol25: a 2-piece molecular cluster, H6NS2 overall (ωB97M-V with the def2-TZVPD basis set).

Calculated values
- multiplicity = 1
- ΔE to the lowest compared entry with this formula, charge and spin (kJ/mol) = 127.2
- net charge = +1
- orbital gap (Eh) = 0.3513

Last column: Mulliken charge in e.
Cartesian coordinates (Å):
N 0.651 1.207 0.718  -0.440
H 0.727 0.615 1.495  0.376
H 0.449 0.735 -0.146  0.241
H 1.326 2.025 0.897  0.404
H -0.161 1.738 0.821  0.340
S -0.416 -1.559 -1.964  -0.075
S -0.238 -1.269 -0.076  -0.292
H -0.891 -2.780 -1.800  0.200
H -1.447 -0.712 0.056  0.246